# 1
The following is a quantum chemistry calculation of a 7-piece molecular cluster, C38H69N3O22PSSi overall, from the OMol25 dataset.

## Properties
Charge: +1
Largest force on an atom (eV/A): 3.11
E_tot (eV): -118038.931
Orbital gap (eV): 8.844

XYZ file:
```
135
Properties=species:S:1:pos:R:3:forces:R:3
C -0.0103 0.7133 1.1684 0.584 -0.040 -0.100
C -1.0719 -0.3093 1.0557 -0.058 -0.297 -0.168
C -2.4065 0.2735 0.8047 -0.365 0.477 1.894
N -0.9635 -1.5809 1.2294 -0.580 0.267 -2.100
C 0.1105 -2.3221 0.6275 1.504 -1.134 2.481
P 0.7623 -1.7732 -1.0137 -1.993 1.268 -1.631
O 1.6936 -0.4921 -0.9409 0.359 -0.254 0.153
O 1.6669 -2.9155 -1.6630 0.269 -0.596 0.514
S -0.7697 -1.4515 -2.1757 0.247 0.022 0.181
C -0.4404 -3.7101 0.2572 0.439 -0.465 -1.229
N 0.7251 -4.6706 0.4556 -0.456 -0.737 0.878
N 0.9774 -5.6076 -0.6095 0.509 0.163 -0.104
C 1.9009 -3.9741 1.1276 -0.379 0.591 0.017
C 2.5427 -5.0245 2.0077 0.077 0.202 0.425
C 3.9862 -4.7056 2.3115 0.031 -0.360 -0.083
O 4.6464 -4.5923 1.0644 0.521 0.137 0.470
Si 6.3360 -4.4591 1.0866 0.946 0.676 -0.842
C 7.0384 -3.7778 2.7023 -0.321 -0.702 -0.415
C 7.2237 -6.0651 0.6731 -0.677 0.339 0.561
C 6.7625 -3.2274 -0.2797 -0.763 -0.540 0.650
C 1.1188 -2.8094 1.7563 0.025 -0.324 0.221
C 1.8129 -1.7447 2.5864 -0.092 -0.116 -0.080
C 2.3005 -2.2384 3.9469 0.248 0.053 0.212
O 3.6190 -1.7671 4.1920 0.228 -0.456 0.005
H -0.0478 1.0044 2.2165 -0.066 0.081 0.284
H -0.2413 1.6100 0.6125 0.022 0.196 -0.336
H 0.9935 0.3723 0.9693 0.114 0.035 -0.056
H -3.1867 -0.4382 1.0234 -0.226 -0.209 -0.335
H -2.5231 1.1042 1.5033 -0.241 0.242 -0.012
H -2.4528 0.7051 -0.1872 0.058 -0.246 -0.371
H 1.4471 0.0343 -1.7265 0.244 0.061 0.256
H 1.1619 -3.3103 -2.3969 0.185 0.138 -0.018
H -1.2574 -4.0500 0.8752 -0.104 0.357 0.455
H -0.7529 -3.8513 -0.7697 -0.106 0.216 -0.202
H 0.3913 -5.2398 1.2316 0.014 -0.137 -0.021
H 0.9328 -6.5428 -0.2131 -0.221 0.027 -0.032
H 1.9583 -5.4942 -0.8612 -0.076 0.237 -0.245
H 2.6081 -3.5716 0.4115 0.020 -0.405 -0.445
H 2.5607 -6.0033 1.5385 -0.123 -0.126 -0.446
H 1.9514 -5.1448 2.9151 -0.005 0.023 0.252
H 4.4077 -5.5258 2.8931 0.030 -0.131 0.177
H 4.0764 -3.8066 2.9127 0.095 0.310 -0.093
H 7.7579 -3.0137 2.4414 0.039 0.399 -0.046
H 7.6187 -4.5666 3.1672 -0.021 -0.192 0.368
H 6.3142 -3.3911 3.4066 -0.049 0.212 0.190
H 7.4727 -6.1177 -0.3752 -0.051 -0.136 -0.362
H 6.6445 -6.9332 0.9755 0.008 -0.257 -0.077
H 8.1463 -6.0733 1.2407 0.297 -0.061 0.098
H 7.6972 -3.4862 -0.7523 0.321 0.015 -0.175
H 6.8104 -2.2283 0.1327 0.072 0.321 -0.025
H 5.9609 -3.2594 -1.0112 -0.024 0.078 -0.342
H 0.4506 -3.2961 2.4767 -0.339 0.032 0.062
H 1.0437 -1.0285 2.8337 -0.147 0.453 -0.350
H 2.6065 -1.2408 2.0442 0.246 0.079 -0.015
H 2.2637 -3.3196 4.0252 0.037 -0.309 -0.085
H 1.6322 -1.8675 4.7200 -0.128 0.117 0.149
H 4.0433 -2.3779 4.8135 -0.117 0.429 -0.075
C -1.6462 -1.0925 -5.6543 -0.184 -0.121 0.115
C -1.8808 -0.4291 -7.0001 0.083 -0.108 0.411
C -0.6287 -0.0094 -7.7305 0.047 -0.036 -0.241
O -1.0923 1.0937 -8.5203 -0.024 -0.008 0.147
C -2.1428 1.6503 -7.8636 -0.041 0.011 0.005
O -2.6297 2.6990 -8.1300 0.009 -0.014 0.003
O -2.5543 0.8391 -6.8547 0.078 0.031 -0.206
H -0.5950 -1.3155 -5.4886 0.032 0.079 -0.016
H -2.0054 -0.4669 -4.8383 0.010 0.137 -0.095
H -2.1782 -2.0406 -5.6014 -0.035 0.018 0.056
H -2.5060 -1.0600 -7.6346 0.024 0.048 -0.083
H -0.2222 -0.7929 -8.3648 -0.029 0.088 -0.116
H 0.1520 0.3516 -7.0565 -0.054 -0.048 0.096
C -2.0949 -7.5209 -7.2890 -0.167 -0.104 0.153
C -2.1400 -6.0579 -6.8745 0.077 -0.424 -0.206
C -2.4676 -5.0877 -7.9848 -0.162 0.125 -0.013
O -1.8134 -3.8886 -7.5408 0.071 -0.074 -0.017
C -0.7623 -4.2626 -6.7719 0.044 -0.079 -0.034
O 0.1050 -3.5285 -6.4183 0.044 -0.072 0.028
O -0.8371 -5.5786 -6.4676 -0.103 0.233 0.031
H -2.4693 -7.6639 -8.3027 0.082 0.059 -0.041
H -1.0806 -7.9109 -7.2338 0.048 0.090 -0.054
H -2.7193 -8.1263 -6.6340 0.054 -0.016 0.021
H -2.8147 -5.9203 -6.0270 0.017 0.115 -0.001
H -3.5347 -4.9193 -8.1057 0.029 0.170 0.049
H -2.0365 -5.3809 -8.9441 0.038 -0.096 0.041
C 0.8956 5.9290 2.6057 0.120 0.187 -0.254
C -0.2161 4.9120 2.4253 0.286 0.384 0.169
C -1.5184 5.2779 3.0964 -0.116 0.025 -0.037
O -2.0970 3.9823 3.3531 0.088 -0.043 0.020
C -1.0813 3.1089 3.4875 -0.026 0.170 0.075
O -1.1968 1.9952 3.9053 0.031 -0.080 -0.093
O 0.0867 3.6556 3.0829 -0.223 -0.157 -0.062
H 0.5236 6.8483 3.0580 -0.002 -0.042 0.101
H 1.6973 5.5359 3.2274 -0.092 -0.066 0.089
H 1.3257 6.2054 1.6438 0.037 -0.042 0.014
H -0.3709 4.6911 1.3655 -0.080 -0.096 0.033
H -2.1746 5.8718 2.4655 -0.129 -0.132 0.019
H -1.3767 5.7915 4.0484 0.088 0.049 -0.041
C -0.0927 8.2623 -1.4518 -0.048 -0.260 -0.095
C -1.0598 8.3367 -0.2785 0.426 0.102 -0.315
C -2.0513 9.4744 -0.3398 -0.231 -0.013 0.041
O -2.3262 9.7121 1.0438 0.134 -0.045 -0.064
C -1.2274 9.3371 1.7493 -0.039 0.067 0.054
O -1.0412 9.5821 2.8917 0.079 -0.040 0.010
O -0.3708 8.6330 0.9540 -0.298 -0.022 -0.012
H -0.3702 8.9543 -2.2469 0.019 0.082 0.061
H 0.9235 8.4861 -1.1337 -0.032 0.096 0.065
H -0.0917 7.2645 -1.8894 0.054 0.002 0.020
H -1.5726 7.3800 -0.1445 -0.086 0.050 0.061
H -2.9644 9.2176 -0.8717 -0.078 0.028 0.136
H -1.6246 10.3828 -0.7712 0.103 -0.064 -0.045
C 2.5484 5.1882 6.8435 0.234 0.086 0.059
C 1.6733 6.4109 7.0802 0.209 -0.417 -0.122
C 0.5538 6.2107 8.0742 -0.057 0.137 0.166
O -0.4242 7.1558 7.6269 0.075 -0.088 -0.095
C -0.2455 7.3244 6.2930 0.004 0.096 0.079
O -1.0088 7.8744 5.5711 -0.047 -0.141 -0.088
O 0.9300 6.7681 5.8958 -0.100 0.049 0.167
H 2.3304 4.3929 7.5570 -0.103 -0.011 -0.041
H 2.4122 4.7994 5.8360 -0.116 0.002 0.005
H 3.6014 5.4391 6.9624 -0.001 -0.003 -0.067
H 2.2858 7.2731 7.3502 -0.092 0.064 0.026
H 0.8489 6.4216 9.0992 -0.112 0.127 -0.002
H 0.1170 5.2101 8.0218 0.093 -0.042 -0.064
C -5.3036 -1.3078 -1.1176 0.160 0.196 -0.188
C -6.7241 -0.7856 -0.9592 0.346 -0.261 0.001
C -7.2101 -0.6682 0.4671 -0.117 0.166 0.096
O -8.6237 -0.8289 0.3215 0.113 -0.089 -0.067
C -8.8350 -1.5911 -0.7850 -0.045 -0.017 -0.043
O -9.8702 -2.0852 -1.0801 0.024 0.015 0.005
O -7.6848 -1.7088 -1.5030 -0.119 0.123 0.127
H -4.7785 -1.3716 -0.1652 -0.125 -0.083 0.066
H -5.2991 -2.2929 -1.5802 -0.101 -0.026 0.038
H -4.7188 -0.6414 -1.7515 0.006 -0.067 -0.050
H -6.8450 0.1616 -1.4889 -0.084 0.018 0.039
H -6.9791 0.2931 0.9206 -0.166 0.024 0.012
H -6.8346 -1.4705 1.1080 0.089 -0.030 -0.082
```
Forces are in eV/Å.

# 2
The following is a quantum chemistry calculation of C6H12N as an isolated structure, from the OMol25 dataset.

## Properties
Charge: +1
Largest force on an atom (eV/A): 4.92
ΔE to the lowest compared entry with this formula, charge and spin (kcal per mole): 67.7
E_tot (eV): -7897.125
Orbital gap (eV): 9.937

XYZ file:
```
19
Properties=species:S:1:pos:R:3:forces:R:3
C -2.8118 0.7193 -0.8660 -3.378 2.813 1.849
C -0.7479 -0.3456 -0.1359 4.919 -0.107 0.142
C -0.4316 -1.7652 0.2429 -4.652 -0.177 0.080
C 0.9625 0.9413 1.3916 -0.240 1.839 0.863
C 1.8770 -0.0765 -0.7768 1.215 1.652 -3.284
C 0.8122 0.7572 -0.0932 -2.458 -3.718 1.318
N -1.7811 0.1307 -0.5605 -0.289 -0.196 -0.376
H -3.5055 1.1619 -0.0215 1.529 -1.115 -1.386
H -3.1502 1.0673 -1.8347 0.473 -0.779 -0.510
H -1.0635 -1.9607 1.1922 1.140 0.019 -1.388
H 0.5674 -1.9142 0.3988 2.332 -0.213 0.684
H -0.7707 -2.4873 -0.5467 0.095 0.678 0.703
H 1.0230 0.0478 1.9874 -0.127 -0.812 -0.174
H 1.9752 1.3770 1.5457 -0.794 0.351 0.141
H 0.1037 1.5640 1.8699 1.753 -0.736 -0.942
H 2.0921 -1.0564 -0.3689 0.204 0.265 0.510
H 2.8792 0.5537 -0.9356 -2.075 -1.329 0.829
H 1.5970 -0.2773 -1.8837 0.210 0.338 1.716
H 0.3730 1.5628 -0.6049 0.143 1.227 -0.775
```
Forces are in eV/Å.

# 3
The following is a quantum chemistry calculation of C28H24Cl3CrN2O2S5Se as an isolated structure, from the OMol25 dataset.

## Properties
Charge: -1
Largest force on an atom (eV/A): 1.37
ΔE to the lowest compared entry with this formula, charge and spin (kcal per mole): 28.2
Spin multiplicity: 5
E_tot (eV): -222015.789
Orbital gap (alpha / beta) (eV): 5.063 / 5.318

XYZ file:
```
66
Properties=species:S:1:pos:R:3:forces:R:3
Cr -0.3409 0.3458 0.1907 1.344 0.242 0.070
O 5.4907 -1.6204 2.9478 0.610 -0.324 0.285
C 4.4909 -1.1674 2.4594 -0.483 0.203 -0.224
S 4.1734 -1.1140 0.7268 -0.146 0.056 -0.024
C 2.6127 -0.2899 0.8003 0.169 -0.107 0.761
C 2.1476 0.0054 2.0391 0.599 -0.354 -0.380
S 0.7161 0.8932 2.3837 -0.496 0.611 0.721
S 3.1591 -0.4929 3.3970 -0.101 0.065 -0.098
S 1.8491 0.1371 -0.6843 0.103 0.010 -0.925
Cl -6.1574 -3.0865 8.5326 -0.064 -0.026 0.068
C -5.4593 -2.9533 6.9551 0.224 0.015 -0.586
C -5.6433 -3.9708 6.0178 0.001 0.271 0.589
C -5.0552 -3.8536 4.7765 0.352 0.375 -0.286
C -4.2843 -2.7407 4.4295 -0.243 0.149 0.289
C -3.5698 -2.6744 3.0999 0.432 -0.075 0.032
C -2.2238 -3.4445 3.2150 -0.650 0.326 0.275
N -1.3439 -3.0344 2.1619 0.433 0.471 -0.226
C -1.1339 -3.6246 0.9488 0.154 -0.269 -0.571
C -0.4845 -2.7088 0.1746 -0.007 -0.418 0.001
N -0.3153 -1.5567 0.8869 -0.214 -1.014 0.864
C -0.8243 -1.7912 2.0824 0.170 -0.206 -0.044
O -4.3134 -3.2377 2.0388 0.079 -0.291 0.192
C -4.8977 -2.3289 1.1122 -0.183 0.162 -0.064
C -4.1951 -2.3500 -0.2138 0.556 1.121 0.277
C -3.2788 -1.3950 -0.6088 -0.123 -0.915 -0.643
Cl -2.7339 -0.0451 0.3034 -1.202 0.332 0.020
S -2.6068 -1.7185 -2.1854 -0.734 -0.184 0.749
C -3.5773 -3.1477 -2.3008 0.252 0.585 0.236
C -4.3651 -3.3377 -1.2071 0.268 -0.204 -0.489
C -4.1368 -1.7262 5.3869 0.002 -0.419 -0.535
Cl -3.2102 -0.3043 5.0287 0.089 0.020 0.022
C -4.7111 -1.8247 6.6373 -0.314 -0.304 0.309
H -6.2181 -4.8447 6.2843 -0.063 -0.033 -0.007
H -5.1759 -4.6340 4.0401 -0.060 -0.080 -0.072
H -3.3297 -1.6271 2.8732 -0.039 -0.227 0.041
H -2.4213 -4.5142 3.1438 0.040 0.013 0.039
H -1.7717 -3.2198 4.1846 0.037 -0.070 -0.098
H -1.4497 -4.6251 0.7448 -0.108 -0.254 -0.062
H -0.1253 -2.7890 -0.8349 0.043 -0.054 -0.036
H -0.7953 -1.1008 2.9056 -0.073 0.230 0.064
H -4.8794 -1.3105 1.5161 -0.095 -0.120 -0.004
H -5.9442 -2.6321 0.9863 0.147 0.078 0.000
H -3.5079 -3.7472 -3.1850 -0.043 -0.179 -0.213
H -5.0457 -4.1664 -1.1171 -0.115 -0.139 0.082
H -4.5725 -1.0331 7.3550 -0.014 0.061 0.102
C 3.5061 6.5681 -2.0575 -0.069 -0.033 0.045
C 2.4684 5.5226 -1.7577 0.003 -0.036 -0.023
C 1.9472 4.7231 -2.7631 0.023 0.104 0.015
C 0.9562 3.7855 -2.5038 -0.080 -0.072 0.114
C 0.3928 2.9317 -3.5962 -0.017 -0.046 -0.013
C 0.4804 3.6440 -1.1991 -0.257 -0.453 0.178
Se -0.9873 2.4276 -0.8344 -0.391 1.002 -0.595
C 1.0091 4.4178 -0.1647 0.016 0.119 -0.082
C 0.5238 4.2710 1.2383 -0.015 0.008 0.068
C 1.9928 5.3491 -0.4663 0.027 -0.005 -0.094
H 3.8387 6.4944 -3.0914 0.063 0.038 -0.045
H 4.3717 6.4577 -1.4045 0.075 0.026 0.004
H 3.0958 7.5673 -1.8994 0.051 0.068 -0.021
H 2.3149 4.8435 -3.7757 0.012 -0.039 -0.084
H 0.8673 3.1223 -4.5573 0.097 0.074 -0.037
H -0.6793 3.1150 -3.6798 -0.029 -0.109 -0.097
H 0.5193 1.8805 -3.3305 -0.054 -0.026 -0.102
H 0.7767 3.2821 1.6268 -0.064 0.085 0.004
H -0.5619 4.3621 1.2634 -0.059 -0.020 0.101
H 0.9657 5.0258 1.8855 0.060 0.099 0.059
H 2.3911 5.9582 0.3344 0.077 0.084 0.103
```
Forces are in eV/Å.

# 4
The following is a quantum chemistry calculation of C22H45N2P3SY as an isolated structure, from the OMol25 dataset.

## Properties
Charge: +3
Largest force on an atom (eV/A): 2.05
ΔE to the lowest compared entry with this formula, charge and spin (kcal per mole): 0.0
E_tot (eV): -66241.124
Orbital gap (alpha / beta) (eV): 5.072 / 4.726

XYZ file:
```
74
Properties=species:S:1:pos:R:3:forces:R:3
Y -0.1484 0.7665 0.3809 0.985 -0.973 1.506
P 0.8808 -2.2441 0.8435 0.653 -0.886 -0.344
P 2.3270 0.3129 -1.2510 1.216 0.132 -0.985
P -2.3668 -1.1982 1.1329 -1.318 -0.288 -0.345
H -2.8092 3.8093 -4.5914 -0.177 0.085 0.683
C -3.4011 3.7613 -3.6633 -0.561 -0.144 -0.699
C -3.0199 4.2596 -2.4789 -0.287 1.455 -0.736
H -2.1306 4.9069 -2.3497 -0.608 -0.549 -0.095
C 0.7201 -3.4770 -0.5202 -0.208 0.172 -0.049
C 2.6904 -2.3734 1.1685 0.094 0.214 0.067
C 0.3773 -3.3469 2.2323 -0.339 0.228 0.273
C 2.5607 1.8631 -2.2092 -0.409 0.265 0.072
C 4.0986 0.1281 -0.7417 -0.095 -0.086 0.744
C 2.2469 -0.9354 -2.6155 -0.465 -0.046 -0.015
C -3.8863 -0.2456 0.7574 0.117 0.224 -0.067
C -2.8712 -1.8206 2.7843 0.476 0.277 0.564
C -2.6981 -2.7179 0.1469 0.323 0.111 -0.268
H -4.4135 3.3407 -3.7905 0.613 0.152 0.168
H -3.7223 4.2302 -1.6506 0.191 -0.038 0.001
H 1.0410 -4.4684 -0.1684 -0.060 0.306 -0.152
H 1.3272 -3.1811 -1.3815 -0.178 -0.133 0.200
H -0.3271 -3.5287 -0.8393 0.299 -0.123 -0.012
H 2.9127 -3.3261 1.6734 -0.051 0.316 -0.251
H 2.9957 -1.5513 1.8280 0.086 -0.169 -0.088
H 3.2708 -2.3224 0.2386 -0.236 -0.110 0.298
H 0.9501 -4.2836 2.1490 -0.252 0.329 0.018
H -0.6931 -3.5780 2.2120 0.315 -0.050 0.016
H 0.6224 -2.8782 3.1949 -0.059 -0.175 -0.182
H 3.3661 1.7422 -2.9488 -0.235 0.047 0.259
H 2.8261 2.6781 -1.5097 -0.127 -0.268 -0.397
H 1.6190 2.1105 -2.7250 0.567 0.031 0.154
H 4.7336 -0.0474 -1.6214 -0.348 0.085 0.111
H 4.2416 -0.7000 -0.0332 0.049 0.448 -0.324
H 4.4313 1.0587 -0.2578 -0.045 -0.306 -0.182
H 2.8295 -0.5937 -3.4852 -0.118 -0.006 0.391
H 1.1994 -1.0626 -2.9292 0.312 -0.085 0.004
H 2.6438 -1.9137 -2.3059 -0.131 0.412 -0.017
H -4.7645 -0.8882 0.9022 0.187 0.210 -0.070
H -3.8535 0.1410 -0.2694 -0.144 -0.125 0.333
H -3.9402 0.6053 1.4487 -0.130 -0.096 -0.195
H -3.9331 -2.1059 2.7575 0.339 0.070 -0.082
H -2.7528 -1.0183 3.5279 -0.156 -0.249 -0.065
H -2.2767 -2.6881 3.0987 -0.211 0.272 -0.061
H -3.7733 -2.9412 0.1763 0.278 0.109 0.073
H -2.1517 -3.5883 0.5301 -0.117 0.254 -0.102
H -2.4008 -2.5430 -0.8928 -0.125 -0.155 0.105
C -1.6083 1.9504 -2.3301 -0.600 0.991 0.351
C -2.2994 0.9265 -3.0356 0.002 -0.887 -0.840
C -1.9567 0.6853 -4.3693 -0.608 -0.185 0.702
C -1.0399 1.5318 -5.0164 0.257 -0.298 0.027
C -0.3547 2.5334 -4.3265 0.036 0.330 0.660
C -0.6942 2.8033 -3.0145 0.396 0.146 -0.969
S -2.0656 2.4123 -0.7437 0.953 -1.117 1.170
H -1.1051 -0.1001 -1.1331 -0.868 -0.477 -0.992
H -3.1378 0.4255 -2.5207 0.710 0.054 -0.449
H -2.4142 -0.1502 -4.9065 -0.015 0.488 0.085
H -0.8591 1.4600 -6.0814 -0.042 -0.339 -0.019
H 0.4090 3.1168 -4.8287 -0.236 0.123 -0.053
H -0.3562 3.7076 -2.5144 0.331 -0.424 0.023
C 1.0308 -0.5515 6.0187 0.033 -0.294 0.509
C 1.1757 0.0842 4.6955 0.023 0.267 -0.533
C 2.0879 1.0314 4.2411 0.217 0.142 -0.201
C 1.7594 1.3232 2.9174 -0.883 -1.038 0.798
N 0.6764 0.5674 2.5556 0.152 0.555 0.151
N 0.3580 -0.1664 3.6638 -0.132 0.005 -0.178
C 2.4309 2.2471 1.9706 0.596 0.170 -0.335
H 2.0149 -0.9096 6.3557 -0.371 0.097 -0.001
H 0.6673 0.1876 6.7455 0.143 -0.181 -0.130
H 0.3254 -1.3954 6.0183 0.243 0.258 -0.081
H 2.9026 1.4407 4.8148 -0.016 0.072 -0.002
H -0.4307 -0.8111 3.6736 0.319 0.373 -0.165
H 2.9650 3.0263 2.5350 -0.331 -0.119 -0.275
H 3.2085 1.7182 1.3852 -0.454 0.233 0.233
H 1.7322 2.7583 1.2754 0.236 -0.091 0.254
```
Forces are in eV/Å.

> Which of these has the highest E_tot?

C6H12N